Computed, not measured: 8 unconnected molecules or ions with the total composition C63H92N10OP, with the ωB97M-V functional and the def2-TZVPD basis.

Computed properties:
multiplicity = 1
DFT total energy = -3419.4520 hartree
frontier orbital gap = 8.598 eV
LUMO = -0.060 Ha
charge = +1

```
167
Properties=species:S:1:pos:R:3:forces:R:3
C -3.0670 4.3924 -1.6639 -0.29 -0.96 -0.58
C -2.3116 5.0837 -1.0263 1.74 0.52 0.87
C -1.1387 5.8071 -0.2947 -1.46 -0.17 -1.23
C -0.0565 6.2962 -1.3734 0.60 0.07 1.32
C -0.0493 7.8653 -1.5942 -0.60 -0.76 0.71
C -1.2205 8.4189 -2.4931 1.17 1.32 0.03
C -1.0799 8.0763 -4.0455 0.45 1.43 0.07
C 0.4142 8.0755 -4.5456 0.60 1.25 0.29
C 0.9961 9.5507 -4.2403 -0.28 -0.17 -0.08
N -1.8734 6.8388 -4.3531 0.55 -0.23 0.81
C -1.5109 6.1333 -5.6249 -0.60 -1.04 -1.91
C -0.4543 4.9751 -5.4498 -0.44 0.27 -0.07
C -1.1132 3.5948 -4.9664 1.76 1.26 -0.45
C 0.1153 2.6466 -4.5447 -1.17 0.25 0.64
C 0.0935 2.4330 -2.9504 -0.29 -1.51 -0.96
C -0.4533 0.9503 -2.7040 0.71 1.10 1.37
C -0.3467 0.5861 -1.1477 -1.44 -0.56 -1.00
C -1.4916 -0.4761 -0.8138 0.84 1.00 0.66
C -1.8298 -0.3627 0.7429 -0.81 -0.89 -1.19
C -2.4227 -1.7665 1.2230 0.34 0.56 0.54
C -1.6287 -2.3827 2.4817 -1.42 0.39 -1.06
C -2.6254 -2.3674 3.7094 0.40 -0.37 0.22
C -1.9663 -2.7222 5.1122 -0.02 -0.28 0.16
C -0.3991 -2.5518 5.1723 -0.18 0.33 0.19
C -3.3262 7.1642 -4.2145 -2.01 0.49 0.48
C -3.9825 7.8739 -5.4626 -1.02 -0.61 -0.04
C -5.3240 7.0661 -5.7984 -1.03 0.79 0.49
C -6.3459 7.0695 -4.5747 0.30 -0.28 0.20
O -5.0694 5.7206 -6.2241 0.12 0.09 0.55
C -3.6437 8.0484 -2.9292 -0.12 0.16 0.31
N -2.5540 8.0665 -1.9127 -0.05 -0.11 0.24
P -3.0530 9.2446 -0.7071 -0.46 1.73 -0.69
N -3.1100 10.7320 -1.2395 -0.34 -0.82 0.34
H -3.6192 3.6005 -2.2108 0.51 1.25 0.80
H -0.6869 5.1116 0.4614 -0.50 0.55 -0.84
H -1.5829 6.6902 0.2497 0.64 -0.96 -0.51
H 0.9438 6.0436 -0.8978 -1.05 0.28 -0.75
H -0.1040 5.6827 -2.3151 -0.06 0.60 0.83
H -0.1905 8.3313 -0.5676 0.26 -0.50 -1.15
H 0.9826 8.1564 -1.9178 -1.19 0.00 -0.02
H -1.1529 9.5556 -2.4416 0.17 -1.21 -0.32
H -1.5882 8.9368 -4.5873 0.41 -1.22 0.37
H 0.5311 7.9527 -5.6585 -0.54 -0.22 1.19
H 1.0642 7.3204 -4.0304 -0.78 0.54 -0.49
H 0.1206 10.2323 -4.0316 1.14 -0.47 -0.30
H 1.6796 9.5737 -3.3526 -0.72 -0.06 -0.78
H 1.5797 9.9598 -5.1112 -0.70 -0.51 0.84
H -1.6600 6.1687 -3.5852 -0.26 0.29 -0.35
H -1.2286 6.8803 -6.4250 -0.20 -0.67 1.19
H -2.4616 5.6489 -6.0158 0.94 0.64 0.58
H 0.3352 5.2884 -4.7125 -0.63 -0.32 -0.70
H 0.0460 4.8486 -6.4590 -0.49 0.05 1.23
H -1.6909 3.1759 -5.8335 0.28 0.37 1.04
H -1.7582 3.8669 -4.0787 0.41 -0.74 -0.96
H -0.0651 1.6562 -5.0595 0.53 1.03 0.66
H 1.1003 3.0769 -4.8913 -1.13 -0.44 0.25
H 1.1157 2.5108 -2.4896 -0.98 0.12 -0.44
H -0.6482 3.1167 -2.4446 1.05 -0.41 -0.49
H 0.1552 0.2361 -3.3220 -0.80 0.55 0.53
H -1.5489 0.9393 -2.9897 1.27 -0.19 0.07
H -0.5458 1.5046 -0.5136 0.34 -0.88 -0.77
H 0.6495 0.1449 -0.8744 -0.83 0.58 -0.29
H -1.1576 -1.5058 -1.1219 -0.27 0.94 0.52
H -2.4111 -0.2337 -1.4203 0.85 -0.24 0.65
H -2.6267 0.4400 0.8223 1.01 -0.75 0.15
H -0.9241 -0.0328 1.3251 -0.86 -0.47 -0.54
H -2.3985 -2.4669 0.3449 -0.03 0.58 0.95
H -3.4963 -1.5996 1.5179 0.95 -0.35 -0.33
H -0.7315 -1.7259 2.6278 -0.71 -0.91 0.13
H -1.3261 -3.4226 2.1648 -0.05 1.12 0.77
H -3.4450 -3.1230 3.4944 0.87 0.91 0.21
H -3.1387 -1.3674 3.7807 0.63 -0.82 -0.19
H -2.2724 -3.7832 5.3750 0.57 1.16 -0.18
H -2.3987 -2.0609 5.9244 0.36 -0.78 -0.91
H 0.1551 -3.1847 4.4262 -0.64 0.64 0.60
H -0.1533 -1.4610 4.9929 -0.11 -1.19 0.06
H -0.0116 -2.8059 6.1951 -0.49 0.17 -0.89
H -3.8499 6.1759 -4.0346 0.87 0.99 -0.42
H -4.3464 8.9210 -5.2265 0.70 -1.16 -0.11
H -3.3233 7.9775 -6.3641 -0.62 -0.29 0.79
H -5.8664 7.5895 -6.6378 0.77 -0.41 0.71
H -7.3567 6.6601 -4.8694 1.17 0.44 0.14
H -6.5030 8.0923 -4.1384 0.18 -0.84 -0.60
H -5.9629 6.4216 -3.7209 -0.40 0.62 -1.00
H -5.5014 5.0780 -5.6270 0.22 0.65 -0.44
H -3.8924 9.1258 -3.1638 0.23 -1.09 -0.36
H -4.5638 7.6132 -2.4385 1.00 0.38 -0.52
H -4.3518 8.8283 -0.2842 0.77 -0.59 0.05
H -2.1618 9.2269 0.4053 -0.16 -0.91 -0.59
H -4.0562 11.1212 -1.1824 0.52 -0.06 -0.26
N 0.3466 -3.7726 0.0582 0.30 -0.19 -0.25
C 1.4773 -3.1497 -0.2989 -0.37 -0.13 0.11
C 2.5240 -3.7704 -0.9614 -0.04 0.09 0.02
C 2.3976 -5.1149 -1.2700 0.04 -0.10 -0.08
C 1.2389 -5.7844 -0.9105 0.03 0.02 -0.07
C 0.2486 -5.0708 -0.2531 -0.09 0.37 0.16
H 1.5304 -2.0983 -0.0321 0.05 0.00 -0.02
H 3.4148 -3.2173 -1.2285 0.01 -0.08 0.03
H 3.1947 -5.6356 -1.7862 0.00 0.07 0.06
H 1.1060 -6.8354 -1.1349 -0.02 0.02 0.06
H -0.6787 -5.5498 0.0462 0.04 -0.06 -0.02
N -0.9048 -4.1499 8.2881 -0.18 -0.35 0.27
C -1.4900 -3.9134 9.4680 0.19 0.09 -0.31
C -2.0570 -4.8996 10.2595 0.01 -0.05 -0.04
C -2.0208 -6.2075 9.8029 -0.05 -0.10 0.07
C -1.4220 -6.4780 8.5829 -0.07 0.04 0.03
C -0.8808 -5.4199 7.8698 -0.05 0.40 -0.04
H -1.4966 -2.8746 9.7811 -0.02 -0.04 0.05
H -2.5151 -4.6502 11.2077 0.03 0.02 -0.04
H -2.4542 -7.0076 10.3917 0.02 0.03 -0.02
H -1.3752 -7.4871 8.1937 0.03 0.04 0.00
H -0.3979 -5.5813 6.9106 -0.03 -0.04 0.00
N 3.1759 -6.9276 9.3142 0.01 -0.27 -0.41
C 2.1983 -6.8569 8.4025 0.20 0.12 0.36
C 2.1788 -7.6017 7.2336 0.05 -0.04 0.02
C 3.2338 -8.4679 6.9904 -0.02 -0.03 -0.07
C 4.2591 -8.5577 7.9183 -0.07 -0.02 -0.16
C 4.1823 -7.7721 9.0576 -0.18 0.28 0.27
H 1.3975 -6.1635 8.6358 0.07 -0.06 -0.05
H 1.3595 -7.5058 6.5317 0.01 0.03 0.02
H 3.2563 -9.0671 6.0869 0.01 0.02 0.03
H 5.0986 -9.2216 7.7633 -0.02 0.04 0.11
H 4.9593 -7.8109 9.8137 0.04 -0.09 -0.09
N -3.4426 9.3451 -8.4354 -0.01 -0.01 -0.43
C -2.8817 10.3780 -9.0776 -0.06 -0.18 0.31
C -3.0202 10.6078 -10.4366 -0.04 -0.06 -0.01
C -3.7796 9.7166 -11.1784 -0.01 0.02 -0.12
C -4.3693 8.6380 -10.5382 0.02 0.05 -0.01
C -4.1729 8.4990 -9.1742 0.16 0.14 0.30
H -2.2947 11.0460 -8.4561 -0.01 0.04 -0.08
H -2.5459 11.4617 -10.9023 -0.01 -0.02 0.05
H -3.9106 9.8612 -12.2443 0.01 -0.01 0.05
H -4.9684 7.9216 -11.0850 0.01 0.01 0.05
H -4.6175 7.6722 -8.6285 -0.01 -0.05 -0.10
N 7.0054 -10.2610 9.2241 0.19 -0.43 -0.13
C 7.6169 -10.5104 8.0595 -0.17 0.19 0.28
C 8.1747 -11.7345 7.7270 -0.01 -0.02 0.04
C 8.1000 -12.7620 8.6538 0.05 -0.12 -0.02
C 7.4738 -12.5293 9.8677 0.03 0.01 -0.08
C 6.9448 -11.2698 10.1013 -0.08 0.37 -0.09
H 7.6532 -9.6746 7.3678 0.04 -0.05 -0.04
H 8.6551 -11.8793 6.7680 -0.02 0.03 0.03
H 8.5253 -13.7340 8.4322 -0.02 0.04 0.01
H 7.3968 -13.3073 10.6160 -0.01 0.05 -0.01
H 6.4422 -11.0407 11.0352 0.03 -0.07 0.00
N 5.7789 -4.7769 -1.2181 0.48 -0.15 -0.03
C 6.2089 -5.8678 -1.8640 -0.25 0.29 0.14
C 7.5183 -6.3197 -1.8291 0.02 0.03 0.03
C 8.4401 -5.6003 -1.0857 0.12 -0.03 0.01
C 8.0209 -4.4660 -0.4089 0.00 -0.06 -0.04
C 6.6878 -4.1006 -0.5058 -0.36 -0.06 -0.14
H 5.4521 -6.3962 -2.4350 0.07 -0.06 -0.02
H 7.8086 -7.2111 -2.3700 -0.04 0.03 0.01
H 9.4743 -5.9202 -1.0340 -0.05 0.01 0.00
H 8.7124 -3.8788 0.1812 -0.05 -0.01 -0.01
H 6.3117 -3.2225 0.0092 0.07 -0.01 0.02
N 0.7008 -9.1588 -0.0115 -0.20 -0.09 0.43
C 1.4578 -9.3079 1.0822 -0.05 0.07 -0.38
C 0.9534 -9.6312 2.3318 -0.07 0.00 -0.02
C -0.4150 -9.8073 2.4608 -0.05 -0.02 0.12
C -1.2214 -9.6566 1.3439 0.05 0.00 0.04
C -0.6175 -9.3356 0.1386 0.31 0.07 -0.20
H 2.5218 -9.1569 0.9323 -0.01 -0.01 0.07
H 1.6146 -9.7417 3.1815 0.00 0.01 -0.05
H -0.8487 -10.0596 3.4216 0.02 0.01 -0.04
H -2.2941 -9.7859 1.4063 0.04 0.01 -0.03
H -1.2066 -9.2107 -0.7643 -0.05 -0.02 0.05
```
Forces are in eV/Å.